Entry 1:
16
Properties=species:S:1:pos:R:3 method="wB97M-V/def2-TZVPD" homo_energy_ha=-0.2455 homo_lumo_gap_ev=7.056 multiplicity=1 de_lowest_kj_mol=524.8
C 1.7357 1.1757 -0.1506
C 0.3946 1.5901 -0.1734
C 0.0651 -0.5909 0.2953
C -0.0922 -1.9819 0.1493
C -1.8773 0.8051 0.0001
N 1.9940 -0.0961 -0.0165
N -0.4550 0.5430 -0.0412
S 3.0169 -1.2979 0.1633
H 2.5672 1.8110 0.0732
H -0.1601 2.5302 -0.3859
H 0.7922 -2.2916 -0.5357
H -0.1757 -2.4497 1.1500
H -1.1603 -2.1536 -0.3499
H -2.0861 1.6819 -0.5914
H -2.3261 -0.1778 -0.5602
H -2.2329 0.9024 0.9736

---

Entry 2:
16
Properties=species:S:1:pos:R:3 method="wB97M-V/def2-TZVPD" homo_energy_ha=-0.2920 homo_lumo_gap_ev=7.444 multiplicity=1 smiles="C/C(C=S)=C/N=C/N" de_lowest_kj_mol=244.4
C -0.6685 -2.1763 1.1745
C -0.2062 -0.9719 0.3917
C 0.7668 -0.0654 0.9460
C -0.8602 -0.5485 -0.7821
C -1.1027 1.2447 -2.2153
H -1.4596 -1.7131 1.9972
H 0.2044 -2.7494 1.7418
H -1.2862 -2.8842 0.4808
H 0.7398 0.8588 0.4506
H -1.8317 -0.9280 -1.2849
H -1.9920 0.8010 -2.6361
H 0.0125 2.9364 -2.4451
H -1.3490 2.7316 -3.5954
N -0.4414 0.7712 -1.1788
N -0.7732 2.4033 -2.8780
S 1.7430 -0.3856 2.2875

---

Entry 3:
16
Properties=species:S:1:pos:R:3 method="wB97M-V/def2-TZVPD" homo_energy_ha=-0.3359 homo_lumo_gap_ev=9.778 multiplicity=1 smiles="C[C@H]1[C@H]2[C@H](S)C=NN21" de_lowest_kj_mol=249.3
C 1.8410 -0.2840 0.6971
C 1.1694 -0.4933 -0.6421
C -0.3065 -0.5406 -0.8445
C -1.2379 0.0348 0.2079
C -0.7423 1.4672 0.2328
H 1.9837 -1.2685 1.1776
H 2.8063 0.1674 0.5498
H 1.2938 0.3049 1.3798
H 1.7394 -1.1071 -1.3120
H -0.7292 -1.1895 -1.5821
H -1.1399 -0.4250 1.2323
H -3.2509 -1.2057 0.2140
H -1.1019 2.2307 0.9033
N 0.2031 1.7283 -0.5871
N 0.4842 0.5933 -1.3905
S -3.0122 -0.0129 -0.2363

---

Entry 4:
16
Properties=species:S:1:pos:R:3 method="wB97M-V/def2-TZVPD" homo_energy_ha=-0.3075 homo_lumo_gap_ev=8.054 multiplicity=1 smiles="C=CC(=S)N(N)C=C" de_lowest_kj_mol=431.2
C 0.8503 -0.9160 -0.0876
C 1.4282 -0.4905 0.9970
C -1.1552 0.3635 -0.1411
C -0.3800 1.6016 0.0110
C 0.7359 2.0149 -0.6130
H -1.1557 -2.6520 0.3866
H -2.0181 -1.9154 -0.8374
H 1.3655 -1.6919 -0.6370
H 2.4788 -0.8794 0.8639
H 0.9998 0.0297 1.7638
H -1.0492 2.3499 0.6354
H 1.0310 3.0812 -0.4312
H 1.2687 1.4400 -1.2558
N -1.0057 -2.0071 -0.5039
N -0.5138 -0.6953 -0.4234
S -2.8806 0.3670 0.2725